1.
{"formula": "C2H6NO2P", "method": "wB97M-V/def2-TZVPD", "homo_energy_ev": -8.0, "charge": 0, "smiles": "NC#[PH]O.C=O", "e_tot_ha": -626.26792, "species": ["C", "C", "N", "O", "O", "P", "H", "H", "H", "H", "H", "H"], "xyz": [[1.052, 0.782, 0.523], [-2.089, -0.902, -0.415], [0.684, 1.818, -0.184], [-1.643, 0.141, -0.822], [0.778, -1.710, 0.647], [1.140, -0.696, -0.569], [-2.385, -1.297, 0.560], [-2.297, -1.558, -1.301], [0.344, 1.932, -1.102], [0.839, 2.666, 0.336], [1.061, -1.408, 1.507], [2.647, -0.633, -0.397]], "forces_ev_per_angstrom": [[-0.0070, -0.2059, -1.3720], [-0.5069, -0.6309, -3.4761], [1.2270, 1.0135, 2.6718], [-0.0564, 0.6481, 1.9099], [-0.6207, -1.6327, -0.2819], [1.7621, 0.1186, 0.6129], [0.4011, 0.7347, 0.5910], [-0.1893, -0.7538, 0.9912], [-0.3316, -0.3978, -1.4370], [-0.6081, 0.6229, -0.2875], [0.2029, 0.4406, 0.4448], [-1.2731, 0.0428, -0.3671]], "mulliken_charge": [-0.41, -0.11, -0.04, -0.41, -0.44, 0.02, 0.25, 0.25, 0.19, 0.29, 0.37, 0.03]}

2.
{"formula": "C2H6NO2S2", "method": "wB97M-V/def2-TZVPD", "homo_energy_ev": -4.2, "charge": -1, "smiles": "CN(C)S(=O)(=O)[S-]", "e_tot_ha": -1081.42360, "species": ["C", "C", "N", "O", "O", "S", "S", "H", "H", "H", "H", "H", "H"], "xyz": [[0.924, -0.364, 1.063], [0.702, 0.033, -1.345], [0.419, 0.475, -0.029], [-1.893, 1.138, -0.961], [-1.730, 1.510, 1.379], [-2.313, -1.246, 0.602], [-1.498, 0.572, 0.300], [1.335, 0.227, 1.974], [0.174, -1.213, 1.384], [1.790, -0.986, 0.905], [1.656, 0.193, -1.583], [0.382, -0.969, -1.627], [0.052, 0.631, -2.061]], "forces_ev_per_angstrom": [[-0.1840, -0.7886, 2.0529], [-5.1724, 0.0640, -1.3035], [-2.0661, -0.4194, 2.9935], [-0.3099, -0.0757, -1.1875], [0.8937, -0.6973, 0.6720], [0.7729, 0.6064, -0.0091], [0.6978, 0.5196, -0.8822], [-1.4268, -0.5447, -1.2940], [0.9258, 1.8643, -0.2554], [0.6696, -0.0687, -1.2869], [4.0563, 0.5516, -0.8418], [0.2116, -0.7289, 0.4461], [0.9314, -0.2827, 0.8960]], "mulliken_charge": [-0.79, -0.90, -0.28, -0.64, -0.61, -0.50, 0.90, 0.19, 0.23, 0.36, 0.44, 0.34, 0.27]}

3.
{"formula": "C2H6NO3", "method": "wB97M-V/def2-TZVPD", "homo_energy_ev": -4.6, "charge": -1, "e_tot_ha": -360.30328, "species": ["O", "C", "N", "C", "O", "H", "H", "H", "H", "H", "H", "O"], "xyz": [[0.794, -0.065, 1.922], [-0.336, -0.115, 1.397], [-0.664, -0.308, 0.140], [-1.906, -0.444, -1.395], [-1.291, -0.216, -2.441], [-1.217, -0.168, 2.062], [0.135, -0.201, -0.488], [-2.602, 0.319, -1.002], [-2.194, -1.466, -1.103], [2.540, 1.083, -0.424], [2.176, 0.441, 0.915], [2.890, 0.961, 0.468]], "forces_ev_per_angstrom": [[0.4040, 0.4593, 0.0565], [-0.6980, -1.2402, -0.1135], [0.7895, 0.6973, -0.5555], [-1.0818, 0.2226, -0.1531], [0.3614, -0.1295, 0.1411], [-0.0632, 0.2655, 0.2004], [0.1439, -0.2446, 0.2467], [0.0385, -0.0411, 0.1289], [0.1081, -0.0799, -0.0314], [0.1215, 0.0128, 0.1967], [0.0369, 0.2837, 0.2227], [-0.1607, -0.2059, -0.3394]], "mulliken_charge": [-0.78, 0.01, -0.35, -0.03, -0.64, 0.31, 0.07, 0.18, 0.20, 0.30, 0.42, -0.70]}

4.
{"formula": "C2H6NO3", "method": "wB97M-V/def2-TZVPD", "homo_energy_ev": -3.7, "charge": -1, "e_tot_ha": -360.28995, "species": ["C", "N", "C", "O", "O", "H", "H", "H", "H", "H", "H", "O"], "xyz": [[0.367, -0.280, 0.800], [0.732, -1.647, 0.583], [1.943, -1.979, 1.468], [1.638, -2.370, 2.646], [3.186, -1.869, 1.046], [1.174, 0.379, 1.143], [-0.226, -0.024, 1.764], [-0.244, 0.263, 0.094], [0.021, -2.203, 0.949], [-2.764, 3.876, -3.996], [-2.623, 2.821, -2.794], [-3.205, 3.033, -3.702]], "forces_ev_per_angstrom": [[-0.7993, 2.1063, 3.0035], [2.7864, 0.8975, -0.3664], [3.0808, -0.6951, 1.3880], [-0.2280, 0.5566, -2.0724], [-4.4734, 0.2007, 0.2173], [0.6601, -0.3602, -1.1035], [0.1122, -1.2490, -0.7864], [0.1262, -0.2795, -1.0658], [-1.2689, -1.1646, 0.7830], [-0.6749, -1.2051, 0.3374], [-2.4115, 0.7338, -3.6904], [3.0904, 0.4586, 3.3558]], "mulliken_charge": [-0.81, -0.41, 0.58, -0.70, -0.73, 0.27, 0.26, 0.28, 0.26, 0.32, 0.35, -0.67]}

5.
{"formula": "C2H6NO3", "method": "wB97M-V/def2-TZVPD", "homo_energy_ev": -4.3, "charge": -1, "e_tot_ha": -360.26327, "species": ["O", "C", "N", "C", "O", "H", "H", "H", "H", "H", "H", "O"], "xyz": [[-0.242, -2.199, 0.218], [0.489, -1.345, 0.765], [0.356, 0.002, 0.806], [0.810, 1.820, 0.534], [-0.098, 2.696, 0.352], [1.385, -1.657, 1.353], [-0.669, 0.261, 0.969], [1.319, 1.896, 1.571], [1.612, 1.535, -0.216], [-0.785, -1.437, -1.437], [-0.840, -0.060, -2.100], [-1.198, -0.923, -2.268]], "forces_ev_per_angstrom": [[0.2909, 0.5917, 0.5874], [0.3439, 0.8988, -0.1639], [-3.4338, -0.4031, 1.0497], [2.1588, 2.5285, 1.6698], [0.8551, -2.4944, -0.4521], [0.0894, -0.3985, -0.6658], [1.4390, -0.7509, -1.2049], [-0.5373, -0.3209, -1.1793], [-1.1409, 0.4100, 0.1169], [-1.3832, 1.1654, -2.0341], [0.1611, 0.8513, 0.0583], [1.1569, -2.0780, 2.2179]], "mulliken_charge": [-0.70, -0.03, -0.35, -0.08, -0.65, 0.28, 0.18, 0.19, 0.17, 0.40, 0.30, -0.73]}

6.
{"formula": "C2H6NO3", "method": "wB97M-V/def2-TZVPD", "homo_energy_ev": -3.9, "charge": -1, "e_tot_ha": -360.27006, "species": ["O", "C", "N", "C", "O", "H", "H", "H", "H", "H", "H", "O"], "xyz": [[0.203, -1.167, 2.423], [0.476, 0.057, 2.089], [0.812, 0.615, 0.916], [0.221, -1.743, -2.675], [-1.002, -1.867, -2.805], [0.208, 0.885, 2.987], [0.787, -0.117, 0.159], [0.936, -1.527, -3.530], [0.642, -2.113, -1.688], [-0.963, 3.083, 0.760], [-0.876, 1.594, 0.849], [-1.446, 2.300, 0.516]], "forces_ev_per_angstrom": [[0.9675, 2.7543, -0.8963], [-1.6200, -0.9064, 1.0923], [-0.4802, -1.0118, 0.8652], [-2.1616, -1.9607, 0.4773], [2.7975, 0.8343, -0.3381], [1.0297, -1.5664, -1.9827], [0.1616, 0.5301, 1.1380], [-0.7725, 0.2649, 0.7338], [0.0980, 0.8715, -0.8367], [0.2827, 0.3558, 0.0596], [0.7341, -0.4964, -0.1574], [-1.0370, 0.3307, -0.1552]], "mulliken_charge": [-0.71, 0.20, -0.78, -0.02, -0.41, 0.22, 0.17, 0.21, 0.21, 0.29, 0.39, -0.78]}

Number 1: LUMO level 0.72 eV. Number 2: LUMO level 3.66 eV. Number 3: LUMO level 4.20 eV. Number 4: LUMO level 2.48 eV. Number 5: LUMO level 4.18 eV. Number 6: LUMO level 3.26 eV.